{
  "formula": "Cl2NO3P",
  "method": "ωB97M-V with the def2-TZVPD basis set",
  "species": ["N", "O", "O", "O", "P", "Cl", "Cl"],
  "xyz": [[-1.101, 0.128, -0.245], [-1.195, 0.777, -1.271], [-2.011, -0.332, 0.392], [0.874, -0.461, 1.750], [0.597, -0.124, 0.321], [1.417, -1.504, -0.769], [1.418, 1.518, -0.179]],
  "smiles": "O=[N+]([O-])P(=O)(Cl)Cl",
  "e_tot_ev": -41964.855
}


{
  "formula": "C4H11NO2",
  "method": "ωB97M-V with the def2-TZVPD basis set",
  "species": ["O", "C", "C", "N", "H", "H", "H", "H", "H", "H", "C", "O", "C", "H", "H", "H", "H", "H"],
  "xyz": [[-1.836, -0.088, 0.759], [-1.257, -0.896, 1.488], [-0.385, -1.886, 0.971], [-0.225, -1.788, -0.462], [-1.485, -0.933, 2.571], [0.359, -0.460, 1.021], [-0.275, -2.876, 1.382], [0.647, -2.206, -0.780], [-1.042, -2.157, -0.957], [-0.121, -0.769, -0.734], [1.341, 1.448, -0.903], [1.285, 0.069, -1.028], [0.059, 2.090, -0.391], [1.554, 1.891, -1.903], [2.194, 1.756, -0.272], [0.077, 3.179, -0.524], [-0.070, 1.907, 0.684], [-0.823, 1.718, -0.922]],
  "e_tot_ev": -9906.128
}


{
  "formula": "C9H3F3N5O5",
  "method": "ωB97M-V with the def2-TZVPD basis set",
  "species": ["N", "C", "C", "C", "C", "N", "O", "O", "C", "C", "N", "O", "O", "N", "C", "H", "H", "H", "N", "C", "C", "F", "F", "F", "O"],
  "xyz": [[-1.946, -4.632, 0.964], [-1.370, -3.631, 0.788], [-0.734, -2.360, 0.686], [0.667, -2.062, 0.688], [1.162, -0.759, 0.575], [2.540, -0.579, 1.045], [3.249, -1.627, 0.936], [2.969, 0.499, 1.526], [0.208, 0.475, 0.591], [-1.169, 0.033, 0.860], [-2.248, 0.817, 1.101], [-2.393, 1.980, 1.441], [-3.385, -0.085, 1.000], [-2.988, -1.388, 0.688], [-1.622, -1.277, 0.721], [1.397, -2.878, 0.749], [0.544, 1.092, 1.456], [-0.701, 2.015, -0.405], [0.156, 1.449, -0.518], [0.441, 1.269, -1.851], [1.071, 2.553, -2.487], [0.515, 3.721, -2.068], [2.389, 2.614, -2.132], [0.981, 2.484, -3.831], [0.267, 0.278, -2.524]],
  "smiles": "N#CC1=CC(=[N+]([O-])[O-])[C@@H](NC(=O)C(F)(F)F)c2c1no[n+]2[O-]",
  "charge": -1,
  "e_tot_ev": -35216.367
}


Calculated Kohn-Sham gap in order - 10.4547, 7.5686, 7.2515 eV
Calculated HOMO in order - -11.69, -7.77, -4.73 eV
Calculated ΔE to the lowest compared entry with this formula, charge and spin in order - 14.9, 141.0, 18.5 kcal per mole